(1)
A cluster of 11 separate species, C84H98Cl4N14 in total in a non-equilibrium geometry, computed with ωB97M-V/def2-TZVPD.

Positions of all 200 atoms, in Å:
C: -9.56 9.57 -20.18
N: -8.41 10.35 -19.77
C: -8.26 10.74 -18.47
C: -7.19 11.59 -18.18
C: -6.41 12.17 -19.10
C: -6.55 11.73 -20.43
C: -7.50 10.70 -20.65
C: -5.33 13.27 -18.82
C: -4.83 14.07 -19.84
C: -3.91 15.07 -19.57
N: -3.47 15.31 -18.34
C: -4.03 14.57 -17.30
C: -4.86 13.45 -17.55
C: -2.65 16.50 -18.01
H: -10.03 9.09 -19.31
H: -9.16 8.90 -20.93
H: -10.20 10.31 -20.66
H: -8.96 10.31 -17.78
H: -7.09 11.79 -17.13
H: -5.96 12.05 -21.27
H: -7.68 10.43 -21.68
H: -4.92 13.92 -20.91
H: -3.59 15.73 -20.36
H: -3.58 14.76 -16.33
H: -5.23 12.90 -16.70
H: -3.17 16.89 -17.14
H: -2.65 17.23 -18.82
H: -1.64 16.09 -17.88
C: 3.02 -7.01 -25.93
N: 2.05 -6.52 -24.97
C: 0.80 -5.98 -25.23
C: -0.02 -5.43 -24.26
C: 0.32 -5.70 -22.92
C: 1.55 -6.25 -22.70
C: 2.36 -6.75 -23.72
C: -0.44 -5.30 -21.76
C: 0.17 -4.57 -20.73
C: -0.58 -4.00 -19.66
N: -1.93 -4.17 -19.67
C: -2.56 -4.96 -20.62
C: -1.81 -5.40 -21.73
C: -2.74 -3.70 -18.57
H: 3.12 -8.09 -25.95
H: 3.98 -6.51 -25.84
H: 2.70 -6.91 -26.97
H: 0.57 -5.84 -26.28
H: -0.92 -4.85 -24.40
H: 1.83 -6.38 -21.66
H: 3.30 -7.23 -23.48
H: 1.20 -4.29 -20.90
H: -0.12 -3.42 -18.87
H: -3.63 -5.03 -20.53
H: -2.36 -5.91 -22.50
H: -2.85 -4.49 -17.83
H: -3.68 -3.27 -18.92
H: -2.11 -2.93 -18.10
C: -7.49 4.13 -9.27
N: -8.31 3.97 -10.48
C: -9.37 3.08 -10.59
C: -10.15 2.96 -11.74
C: -9.76 3.62 -12.91
C: -8.65 4.51 -12.78
C: -7.99 4.73 -11.57
C: -10.34 3.25 -14.29
C: -10.44 4.22 -15.27
C: -10.95 3.85 -16.57
N: -11.31 2.52 -16.81
C: -11.15 1.60 -15.88
C: -10.60 1.92 -14.63
C: -11.96 2.11 -18.12
H: -8.01 3.66 -8.43
H: -7.47 5.19 -9.00
H: -6.45 3.78 -9.28
H: -9.48 2.41 -9.75
H: -10.94 2.23 -11.67
H: -8.26 4.97 -13.67
H: -7.18 5.45 -11.47
H: -10.34 5.29 -15.12
H: -11.08 4.59 -17.35
H: -11.40 0.56 -16.04
H: -10.44 1.14 -13.89
H: -11.07 1.82 -18.68
H: -12.38 3.04 -18.51
H: -12.69 1.32 -17.96
C: 5.78 2.43 -15.61
N: 5.05 3.57 -15.14
C: 5.72 4.72 -14.71
C: 4.87 5.77 -14.23
C: 3.54 5.68 -14.33
C: 2.97 4.56 -14.85
C: 3.73 3.46 -15.17
C: 2.62 6.85 -13.95
C: 1.19 6.60 -13.67
C: 0.45 7.63 -13.13
N: 0.97 8.93 -13.15
C: 2.21 9.20 -13.52
C: 3.15 8.16 -13.83
C: 0.21 10.09 -12.55
H: 5.32 1.45 -15.65
H: 6.79 2.42 -15.20
H: 5.98 2.58 -16.67
H: 6.80 4.81 -14.79
H: 5.31 6.71 -13.95
H: 1.92 4.31 -14.86
H: 3.33 2.49 -15.45
H: 0.79 5.60 -13.80
H: -0.55 7.45 -12.79
H: 2.48 10.24 -13.47
H: 4.17 8.48 -14.00
H: 0.71 10.19 -11.58
H: -0.85 9.90 -12.38
H: 0.30 11.08 -13.01
C: -1.51 9.48 -18.60
N: -2.18 8.28 -18.15
C: -1.61 7.36 -17.33
C: -2.28 6.19 -16.99
C: -3.60 6.04 -17.36
C: -4.24 7.04 -18.14
C: -3.48 8.10 -18.57
C: -4.47 4.87 -16.97
C: -4.62 4.73 -15.58
C: -5.10 3.50 -15.18
N: -5.52 2.62 -16.08
C: -5.47 2.84 -17.46
C: -4.89 3.99 -17.96
C: -5.89 1.29 -15.55
H: -0.51 9.60 -18.18
H: -2.25 10.27 -18.56
H: -1.42 9.23 -19.66
H: -0.57 7.49 -17.09
H: -1.77 5.37 -16.51
H: -5.24 6.91 -18.54
H: -3.88 8.86 -19.23
H: -4.14 5.42 -14.90
H: -5.08 3.17 -14.15
H: -5.90 2.04 -18.05
H: -4.68 4.11 -19.01
H: -5.97 1.12 -14.48
H: -5.06 0.71 -15.94
H: -6.75 0.86 -16.07
C: 2.84 11.37 -23.54
N: 2.36 11.47 -24.87
C: 1.32 12.31 -25.01
C: 0.62 12.36 -26.30
C: 1.06 11.57 -27.37
C: 2.20 10.85 -27.21
C: 2.81 10.77 -25.95
C: 0.35 11.54 -28.65
C: -1.05 11.37 -28.58
C: -1.86 11.38 -29.67
N: -1.25 11.47 -30.88
C: 0.11 11.74 -31.05
C: 0.94 11.74 -29.88
C: -2.06 11.38 -32.10
H: 3.42 10.45 -23.51
H: 1.95 11.38 -22.90
H: 3.51 12.21 -23.34
H: 0.93 12.88 -24.18
H: -0.31 12.92 -26.31
H: 2.72 10.50 -28.08
H: 3.71 10.17 -25.82
H: -1.54 11.20 -27.63
H: -2.94 11.30 -29.64
H: 0.53 11.78 -32.04
H: 2.02 11.71 -29.89
H: -1.87 12.16 -32.84
H: -3.11 11.33 -31.80
H: -1.86 10.40 -32.53
C: -8.07 37.31 -16.03
N: -7.88 38.76 -15.74
C: -8.94 39.60 -15.79
C: -8.83 40.90 -15.27
C: -7.57 41.44 -15.03
C: -6.48 40.54 -14.98
C: -6.69 39.18 -15.33
C: -7.56 42.89 -14.75
C: -6.86 43.37 -13.57
C: -6.75 44.74 -13.42
N: -7.17 45.64 -14.42
C: -7.84 45.27 -15.51
C: -8.00 43.86 -15.67
C: -6.90 47.05 -14.13
H: -9.00 37.14 -16.56
H: -8.25 36.74 -15.12
H: -7.22 36.95 -16.62
H: -9.96 39.24 -15.89
H: -9.70 41.54 -15.16
H: -5.50 40.96 -14.80
H: -5.92 38.42 -15.38
H: -6.44 42.66 -12.87
H: -6.29 45.17 -12.54
H: -8.02 46.04 -16.25
H: -8.39 43.36 -16.55
H: -5.84 47.06 -13.88
H: -7.60 47.35 -13.34
H: -7.08 47.68 -15.00
Cl: -9.29 -1.74 -11.40
Cl: -8.73 -2.38 -18.91
Cl: 3.76 8.57 -18.43
Cl: -7.98 4.80 -21.51

Results
- Relative energy (zero: lowest compared OMol25 entry of this formula, charge and spin): 20.2 kcal/mol
- Total charge: +10

Results of the Mulliken charge analysis, in e, for atoms 1 through 2: C -0.76; N 0.01


(2)
A cluster of 2 separate species, C2H3BrCl2O in total in a non-equilibrium geometry, computed with ωB97M-V/def2-TZVPD.

Positions of all 9 atoms, in Å:
C: -2.23 0.25 0.05
C: 1.79 -1.24 0.40
O: 2.74 -0.48 0.72
Cl: 2.24 -2.94 0.33
Cl: -2.08 0.78 1.75
Br: -3.12 -1.47 -0.11
H: -1.20 0.23 -0.44
H: -2.92 1.06 -0.44
H: 3.63 -0.88 1.05

Results
- Relative energy (zero: lowest compared OMol25 entry of this formula, charge and spin): 54.3 kcal/mol

Results of the Mulliken charge analysis, in e, for atoms 1 through 2: C -0.33; C 0.10


(3)
A structure of composition C21H27AuN3O2Si in a non-equilibrium geometry, computed with ωB97M-V/def2-TZVPD.

Positions of all 55 atoms, in Å:
Au: 0.28 -1.51 0.49
N: 0.38 -1.83 2.67
C: -0.15 -0.68 3.46
C: 0.58 0.63 3.12
C: 0.07 1.29 1.85
O: -0.77 2.15 1.90
O: 0.51 0.84 0.68
H: -0.13 -2.67 2.90
H: 1.35 -1.98 2.95
H: -0.05 -0.88 4.53
H: -1.22 -0.60 3.25
H: 1.66 0.44 3.06
H: 0.41 1.32 3.94
C: 5.54 -1.53 2.72
C: 4.49 -2.38 2.37
C: 3.44 -1.89 1.61
C: 3.42 -0.56 1.17
C: 4.48 0.27 1.54
C: 5.53 -0.21 2.31
Si: 2.10 0.23 0.12
C: 1.49 -0.74 -1.35
C: 1.91 -2.07 -1.59
C: 1.47 -2.77 -2.71
C: 0.61 -2.16 -3.60
C: 0.16 -0.85 -3.38
C: 0.59 -0.15 -2.27
H: 6.36 -1.91 3.32
H: 4.50 -3.41 2.70
H: 2.63 -2.56 1.35
H: 4.48 1.31 1.23
H: 6.35 0.45 2.58
H: 2.54 1.64 -0.02
H: 2.63 -2.53 -0.92
H: 1.81 -3.78 -2.88
H: 0.27 -2.70 -4.47
H: -0.51 -0.38 -4.09
H: 0.24 0.86 -2.09
N: -1.97 -1.61 0.02
C: -2.79 -0.84 -0.27
N: -3.71 0.03 -0.60
C: -5.05 -0.40 -1.03
C: -6.11 0.25 -0.14
C: -5.91 1.76 -0.07
C: -4.51 2.11 0.41
C: -3.45 1.47 -0.48
H: -5.10 -1.48 -0.99
H: -5.19 -0.09 -2.07
H: -6.04 -0.18 0.86
H: -7.09 0.00 -0.53
H: -6.66 2.20 0.60
H: -6.08 2.20 -1.06
H: -4.36 1.77 1.44
H: -4.35 3.19 0.41
H: -2.45 1.62 -0.08
H: -3.49 1.90 -1.49

Results
- Relative energy (zero: lowest compared OMol25 entry of this formula, charge and spin): 0.0 kcal/mol
- Total charge: +1

Results of the Mulliken charge analysis, in e, for atoms 1 through 2: Au 0.75; N -0.64


(4)
A cluster of 7 separate species, C36H36ClO12 in total in a non-equilibrium geometry, computed with ωB97M-V/def2-TZVPD.

Positions of all 85 atoms, in Å:
Cl: -0.26 -0.86 0.10
C: -3.99 1.32 3.92
C: -3.94 2.49 4.92
C: -3.20 3.59 4.56
C: -2.39 3.56 3.31
C: -2.41 2.37 2.50
C: -3.19 1.24 2.87
O: -3.04 -0.02 2.11
O: -3.13 4.60 5.38
H: -4.53 0.58 3.97
H: -4.56 2.47 5.88
H: -2.03 4.44 2.94
H: -1.90 2.41 1.66
H: -2.27 -0.01 1.51
H: -3.52 4.43 6.20
C: 3.06 4.50 -1.80
C: 1.87 4.02 -0.95
C: 2.03 3.05 -0.03
C: 3.33 2.49 0.15
C: 4.45 2.83 -0.56
C: 4.34 3.83 -1.62
O: 5.32 4.05 -2.40
O: 0.90 2.59 0.68
H: 2.90 5.40 -2.41
H: 0.73 4.49 -1.17
H: 3.56 1.69 0.84
H: 5.42 2.51 -0.73
H: 5.16 4.58 -3.09
H: 0.64 1.86 0.38
C: 4.88 -3.42 2.04
C: 3.54 -2.96 2.68
C: 2.79 -2.06 2.03
C: 3.36 -1.45 0.79
C: 4.66 -1.84 0.29
C: 5.32 -2.87 0.87
O: 6.38 -3.45 0.30
O: 1.62 -1.69 2.53
H: 5.35 -4.35 2.56
H: 3.11 -3.36 3.53
H: 3.05 -0.53 0.38
H: 5.10 -1.62 -0.61
H: 6.37 -4.28 0.52
H: 1.08 -1.31 1.79
C: -2.02 -5.92 0.61
C: -2.71 -6.65 1.89
C: -3.20 -5.74 2.87
C: -3.17 -4.34 2.71
C: -2.58 -3.70 1.67
C: -2.11 -4.53 0.55
O: -1.37 -3.89 -0.47
O: -3.83 -6.28 3.91
H: -1.68 -6.68 -0.05
H: -2.75 -7.65 2.01
H: -3.38 -3.75 3.53
H: -2.35 -2.56 1.69
H: -1.44 -2.89 -0.40
H: -4.05 -7.22 4.14
C: -4.42 1.77 -3.16
C: -5.20 3.05 -3.46
C: -4.88 4.08 -2.47
C: -4.07 3.88 -1.42
C: -3.31 2.77 -1.19
C: -3.50 1.65 -2.14
O: -2.78 0.53 -1.98
O: -5.68 5.18 -2.38
H: -4.66 0.87 -3.87
H: -5.68 3.20 -4.45
H: -4.04 4.54 -0.57
H: -2.73 2.84 -0.56
H: -2.27 0.66 -1.16
H: -5.65 5.90 -1.69
C: 2.19 -2.20 -4.19
C: 3.52 -1.84 -4.70
C: 4.06 -0.63 -4.28
C: 3.17 0.28 -3.64
C: 1.96 -0.14 -3.10
C: 1.48 -1.45 -3.36
O: 0.30 -1.87 -2.86
O: 5.43 -0.20 -4.59
H: 1.95 -3.06 -4.66
H: 4.28 -2.60 -5.40
H: 3.55 1.10 -3.32
H: 1.54 0.62 -2.36
H: 0.18 -1.57 -2.08
H: 5.95 -0.87 -4.37

Results
- Relative energy (zero: lowest compared OMol25 entry of this formula, charge and spin): 89.0 kcal/mol
- Total charge: -1

Results of the Mulliken charge analysis, in e, for atoms 1 through 2: Cl -0.56; C -0.94


Number 1: electronic energy -159527.9871 eV. Number 2: electronic energy -99254.8012 eV. Number 3: electronic energy -42345.5920 eV. Number 4: electronic energy -74997.1501 eV.